Version P
# CH4N2S2

An isolated molecule of CH4N2S2 (wB97M-V/def2-TZVPD, the Open Molecules 2025 dataset).

CARTESIAN COORDINATES (ANGSTROEM)
S  0.30632  2.79733  0.16032
C  0.47745  1.21025  -0.15364
N  -0.49225  0.28700  -0.49294
N  -0.11018  -1.03487  -0.44081
S  -0.39597  -1.74295  1.09799
H  1.38981  0.76903  0.06626
H  -1.39630  0.46579  -0.71486
H  -0.50796  -1.53547  -1.28813
H  0.72907  -1.21611  1.76581

Computed properties:
SMILES: S=CNNS
Charge: 0
Gap between HOMO and LUMO, eV: 8.95
Lowest unoccupied orbital energy, hartree: 0.01197

Version Q
# CH4N2S2

An isolated molecule of CH4N2S2 (wB97M-V/def2-TZVPD, the Open Molecules 2025 dataset).

CARTESIAN COORDINATES (ANGSTROEM)
C  0.17708  1.35275  0.99465
N  1.24247  0.80403  0.69123
N  -0.31499  -1.50334  -0.50594
S  -1.54165  0.96472  0.60574
S  -1.43083  -0.56828  -0.94603
H  0.11110  2.23391  1.78918
H  1.15132  -0.04967  0.17956
H  -0.74369  -2.23972  0.07118
H  -0.63667  0.09250  -1.67560

Computed properties:
Charge: 0
Gap between HOMO and LUMO, eV: 9.09
Lowest unoccupied orbital energy, hartree: 0.00444

The structure with the least stability is version Q.

Version P
# C3H5NOS

A cluster of 2 separate species, C3H5NOS in total (wB97M-V/def2-TZVPD, the Open Molecules 2025 dataset).

CARTESIAN COORDINATES (ANGSTROEM)
C  1.25743  -0.28747  0.78203
C  -1.39423  0.13276  0.69132
C  0.82855  0.37810  -0.41614
N  1.40270  -0.96124  1.68913
O  1.88726  0.52599  -1.27169
S  -0.49798  1.44880  -0.15240
H  -2.46137  0.39441  0.53944
H  -1.09043  -0.27982  1.57066
H  -1.28620  -0.75632  0.02383
H  -0.36384  -1.66586  -1.41465
H  1.71811  1.07065  -2.04153

Computed properties:
Charge: 0
Gap between HOMO and LUMO (alpha / beta), eV: 7.04 / 9.45
Lowest unoccupied orbital energy (alpha / beta), hartree: -0.03801 / -0.02569

Version Q
# C3H5NOS

An isolated molecule of C3H5NOS (wB97M-V/def2-TZVPD, the Open Molecules 2025 dataset).

CARTESIAN COORDINATES (ANGSTROEM)
C  -0.11425  0.39330  -0.51984
C  -0.38531  -0.18675  0.92506
C  0.55037  -1.28073  1.25785
S  0.00135  -2.68856  1.86595
N  -0.25975  1.03752  1.83030
O  -1.10193  1.01147  2.66911
H  0.30040  1.31048  -0.41887
H  -1.07440  0.52538  -1.08670
H  0.63860  -0.22404  -1.16282
H  -1.41486  -0.58439  0.78218
H  1.60013  -0.97260  0.91182

Computed properties:
SMILES: C[C@@H](C=S)N=O
Charge: 0
Gap between HOMO and LUMO (alpha / beta), eV: 8.11 / 8.11
Lowest unoccupied orbital energy (alpha / beta), hartree: -0.03459 / -0.03464

Version R
# C3H5NOS

An isolated molecule of C3H5NOS (wB97M-V/def2-TZVPD, the Open Molecules 2025 dataset).

CARTESIAN COORDINATES (ANGSTROEM)
C  -1.58638  -0.94401  0.15818
O  -0.37432  -0.22622  0.49322
C  0.45509  0.36641  -0.42193
N  1.01460  1.64895  0.05281
C  1.90283  0.44317  -0.03579
S  3.18327  -0.62340  -0.07408
H  -2.40972  -0.48910  0.85024
H  -1.36897  -2.01703  0.40341
H  -1.70441  -0.52459  -0.94356
H  0.12045  0.33770  -1.48288
H  0.76755  2.02811  1.00036

Computed properties:
SMILES: CO[C@H]1NC1=S
Charge: 0
Gap between HOMO and LUMO, eV: 8.25
Lowest unoccupied orbital energy, hartree: -0.00318

Version S
# C3H5NOS

An isolated molecule of C3H5NOS (wB97M-V/def2-TZVPD, the Open Molecules 2025 dataset).

CARTESIAN COORDINATES (ANGSTROEM)
C  0.25788  -1.44554  -0.43960
C  1.11264  -0.32117  -0.57508
N  0.85754  0.68373  0.23948
O  -0.46675  0.42044  0.94154
C  -1.05628  1.75189  0.72809
S  -2.54714  1.63277  1.32109
H  0.39769  -1.90432  -1.50779
H  -0.74710  -1.25876  -0.12987
H  0.65690  -2.20897  0.29685
H  2.09210  0.01218  -1.21675
H  -0.55748  2.63775  0.34205

Computed properties:
SMILES: C/C=N\OC=S
Charge: 0
Gap between HOMO and LUMO, eV: 8.89
Lowest unoccupied orbital energy, hartree: 0.00068

The structure with the least stability is version P.

Version P
# C3H5NOS

A cluster of 3 separate species, C3H5NOS in total (wB97M-V/def2-TZVPD, the Open Molecules 2025 dataset).

CARTESIAN COORDINATES (ANGSTROEM)
C  1.82959  1.04142  0.09934
C  0.98636  -0.31392  -0.04485
C  -2.53673  -0.56626  -0.12295
H  1.51542  1.79347  -0.68603
H  1.68733  1.29190  1.22500
H  2.90691  0.51496  0.01284
H  -2.86809  0.62294  -1.06930
H  -3.28948  -1.59701  0.70621
N  -1.34411  -0.99497  0.29257
O  -0.43357  0.04092  -0.27729
S  1.54640  -1.83345  -0.13555

Computed properties:
Charge: 0
Gap between HOMO and LUMO, eV: 8.74
Lowest unoccupied orbital energy, hartree: -0.00721

Version Q
# C3H5NOS

An isolated molecule of C3H5NOS (wB97M-V/def2-TZVPD, the Open Molecules 2025 dataset).

CARTESIAN COORDINATES (ANGSTROEM)
C  0.91553  0.96542  0.02092
C  1.04840  0.99211  -1.25419
C  -0.40228  0.60822  0.78969
N  -0.29795  -2.09293  0.19952
O  -1.42690  0.12667  0.04599
S  -1.30781  -1.26931  -0.76256
H  1.84481  1.09591  0.62877
H  0.66865  1.14020  -2.21791
H  -0.21260  -0.14275  1.46310
H  -0.99226  1.45070  1.26753
H  0.16242  -2.87425  -0.18085

Computed properties:
Charge: 0
Gap between HOMO and LUMO (alpha / beta), eV: 8.00 / 8.10
Lowest unoccupied orbital energy (alpha / beta), hartree: -0.01321 / 0.00285

Version R
# C3H5NOS

A cluster of 2 separate species, C3H5NOS in total (wB97M-V/def2-TZVPD, the Open Molecules 2025 dataset).

CARTESIAN COORDINATES (ANGSTROEM)
C  1.43670  -0.93408  0.42087
C  1.54449  0.34196  0.95466
S  0.72733  1.49116  0.00623
C  0.32497  0.17275  -1.09918
N  0.78819  -0.95415  -0.77006
H  1.78578  -1.94876  0.70910
H  2.15593  0.48556  1.82847
H  -0.34529  0.48798  -1.88911
O  -2.52322  0.49105  -0.12025
H  -3.05456  0.13353  -0.74043
H  -2.84032  0.23300  0.69970

Computed properties:
SMILES: c1cscn1.O
Charge: 0
Gap between HOMO and LUMO, eV: 9.70
Lowest unoccupied orbital energy, hartree: 0.02698

The structure with the least stability is version P.

Version P
# C3H5NOS

An isolated molecule of C3H5NOS (wB97M-V/def2-TZVPD, the Open Molecules 2025 dataset).

CARTESIAN COORDINATES (ANGSTROEM)
N  -2.77218  -0.19106  -0.34912
C  -1.58937  -0.54681  -0.08163
C  -0.14210  -0.45396  0.22806
S  0.90108  -1.70105  -0.35612
C  0.16022  1.00561  -0.32155
O  1.60232  1.21829  -0.11673
H  -0.22506  -0.29480  1.39769
H  0.57879  -2.32886  0.90210
H  -0.47276  1.63236  0.56095
H  -0.20092  1.26333  -1.53461
H  2.15999  0.39696  -0.32904

Computed properties:
SMILES: N#C[C@@H](S)CO
Charge: 0
Gap between HOMO and LUMO, eV: 10.38
Lowest unoccupied orbital energy, hartree: -0.00046

Version Q
# C3H5NOS

An isolated molecule of C3H5NOS (wB97M-V/def2-TZVPD, the Open Molecules 2025 dataset).

CARTESIAN COORDINATES (ANGSTROEM)
N  -0.55962  0.33399  -1.92408
C  -0.32850  -0.01698  -0.65579
C  0.47590  0.51821  0.30418
C  0.55450  -0.18989  1.55067
O  -0.62746  -0.73455  2.01259
S  1.96856  -0.29734  2.48099
H  -0.73620  -0.48811  -2.62003
H  0.25027  0.68484  -2.36392
H  -0.94438  -0.91461  -0.42417
H  1.23622  1.29708  0.04958
H  -1.28931  -0.19265  1.59000

Computed properties:
SMILES: N/C=C/C(O)=S
Charge: 0
Gap between HOMO and LUMO, eV: 8.31
Lowest unoccupied orbital energy, hartree: 0.00153

Version R
# C3H5NOS

A structure of composition C3H5NOS (wB97M-V/def2-TZVPD, the Open Molecules 2025 dataset).

CARTESIAN COORDINATES (ANGSTROEM)
C  0.24740  -0.62932  -0.03355
C  0.85528  0.69670  0.05324
C  2.44398  0.56216  0.13261
H  -3.29219  -0.85613  0.80069
H  0.85573  -1.30391  0.06915
H  0.25348  1.34168  0.80748
H  0.73704  1.23138  -0.86579
H  2.97247  1.63248  0.47010
N  -1.09615  -0.90381  0.15539
O  2.87094  -0.58123  -0.17090
S  -2.38131  0.32211  -0.11975

Computed properties:
Charge: 0
Gap between HOMO and LUMO, eV: 8.70
Lowest unoccupied orbital energy, hartree: -0.00552

The structure with the least stability is version R.